(1)
{"formula": "C23H19N5O2", "method": "the ωB97M-V functional and the def2-TZVPD basis", "relative_energy_kcal_mol": 9.3, "homo_lumo_gap_ev": 7.42, "e_lumo_ev": -0.332, "e_tot_ha": -1312.1371, "smiles": "COc1cccc2c(OCc3ccccc3)nc(-n3c(N)nc4ccccc43)nc12", "charge": 0, "species": ["C", "O", "C", "C", "C", "C", "C", "C", "O", "C", "C", "C", "C", "C", "C", "C", "N", "C", "N", "C", "N", "N", "C", "C", "C", "C", "C", "C", "N", "C", "H", "H", "H", "H", "H", "H", "H", "H", "H", "H", "H", "H", "H", "H", "H", "H", "H", "H", "H"], "positions_angstrom": [[2.105, 1.347, 4.216], [1.668, -0.023, 4.266], [2.094, -0.771, 3.193], [3.037, -1.795, 3.385], [3.355, -2.739, 2.427], [2.777, -2.633, 1.175], [1.848, -1.595, 0.900], [1.234, -1.408, -0.341], [1.475, -2.292, -1.365], [1.348, -1.861, -2.725], [-0.053, -2.076, -3.336], [-0.222, -1.773, -4.716], [-1.406, -2.008, -5.351], [-2.453, -2.495, -4.613], [-2.356, -2.710, -3.237], [-1.127, -2.535, -2.604], [0.396, -0.404, -0.593], [0.008, 0.372, 0.421], [-0.801, 1.494, 0.218], [-1.205, 1.924, -0.996], [-0.963, 1.468, -2.253], [-1.996, 2.959, -0.931], [-2.050, 3.262, 0.437], [-2.687, 4.332, 1.050], [-2.661, 4.434, 2.471], [-1.930, 3.508, 3.203], [-1.248, 2.481, 2.553], [-1.282, 2.367, 1.161], [0.581, 0.268, 1.646], [1.492, -0.671, 1.915], [1.782, 1.813, 3.295], [1.636, 1.918, 5.004], [3.174, 1.456, 4.289], [3.494, -1.789, 4.379], [4.037, -3.554, 2.663], [3.024, -3.360, 0.413], [2.106, -2.404, -3.328], [1.540, -0.790, -2.816], [0.612, -1.359, -5.275], [-1.515, -1.877, -6.417], [-3.419, -2.676, -5.050], [-3.214, -3.040, -2.634], [-1.046, -2.790, -1.544], [-1.534, 1.849, -3.015], [-0.633, 0.520, -2.295], [-3.188, 5.058, 0.407], [-3.206, 5.279, 2.870], [-1.958, 3.524, 4.299], [-0.671, 1.796, 3.179]], "mulliken_charge": [-0.81, -0.49, 0.48, -0.13, -0.88, -0.39, 0.31, 0.26, -0.38, -0.77, 0.44, -0.37, -0.73, -0.31, -0.74, 0.05, -0.04, 0.12, 0.17, 0.39, -0.32, -0.88, 0.01, -0.68, -0.39, -0.91, -0.11, 0.69, -0.25, -0.28, 0.27, 0.27, 0.33, 0.41, 0.39, 0.47, 0.46, 0.41, 0.38, 0.40, 0.37, 0.36, 0.31, 0.29, 0.25, 0.38, 0.38, 0.37, 0.41]}



(2)
{"formula": "C5H6N4O", "method": "the ωB97M-V functional and the def2-TZVPD basis", "relative_energy_kcal_mol": 100.4, "homo_lumo_gap_ev": 9.38, "e_lumo_ev": -0.868, "e_tot_ha": -488.2649, "charge": 0, "species": ["C", "C", "C", "C", "C", "H", "H", "H", "H", "H", "H", "N", "N", "N", "N", "O"], "positions_angstrom": [[1.121, 0.652, -0.198], [-0.356, 0.355, -0.029], [-0.934, -0.932, -0.041], [-2.306, -1.027, -0.031], [-2.394, 1.257, 0.059], [3.008, -0.487, 1.309], [3.272, 0.811, 0.141], [2.105, -0.915, -1.213], [0.003, -1.890, -0.020], [-2.828, -1.974, 0.169], [-3.245, 1.863, -0.047], [3.232, -0.411, 0.242], [1.881, -0.551, -0.300], [-3.130, 0.058, 0.059], [-1.086, 1.439, -0.058], [1.656, 1.753, -0.040]], "mulliken_charge": [0.34, 0.61, -0.28, -0.22, 0.01, 0.29, 0.38, 0.27, 0.22, 0.39, 0.42, -0.70, -0.15, -0.53, -0.46, -0.59]}



(3)
{"formula": "C10H42O11Si", "method": "the ωB97M-V functional and the def2-TZVPD basis", "homo_lumo_gap_ev": 10.12, "e_lumo_ev": 0.637, "e_tot_ha": -1523.0021, "smiles": "OOC[SiH3].CO.CO.CO.CO.CO.CO.CO.CO.CO", "charge": 0, "species": ["O", "O", "C", "Si", "H", "H", "H", "H", "H", "H", "C", "O", "H", "H", "H", "H", "C", "O", "H", "H", "H", "H", "C", "O", "H", "H", "H", "H", "C", "O", "H", "H", "H", "H", "C", "O", "H", "H", "H", "H", "C", "O", "H", "H", "H", "H", "C", "O", "H", "H", "H", "H", "C", "O", "H", "H", "H", "H", "C", "O", "H", "H", "H", "H"], "positions_angstrom": [[-2.401, 0.249, -1.226], [-1.290, 0.536, -0.382], [-0.847, -0.651, 0.308], [0.963, -1.035, -0.237], [-3.045, -0.170, -0.633], [-1.442, -1.518, 0.048], [-0.936, -0.462, 1.372], [1.060, -2.472, -0.544], [1.310, -0.318, -1.468], [1.843, -0.592, 0.857], [-4.055, 3.446, 0.519], [-3.819, 2.040, 0.545], [-4.828, 3.677, 1.246], [-3.143, 3.990, 0.781], [-4.395, 3.756, -0.475], [-3.132, 1.842, -0.104], [-1.251, -4.790, 1.229], [-0.383, -3.669, 1.375], [-1.689, -4.746, 0.234], [-0.688, -5.721, 1.333], [-2.052, -4.760, 1.973], [0.005, -3.712, 2.254], [3.031, -4.973, -0.298], [1.829, -5.543, 0.212], [3.869, -5.527, 0.119], [3.060, -5.049, -1.387], [3.112, -3.925, 0.000], [1.093, -5.046, -0.159], [-7.630, 4.558, 1.092], [-6.591, 4.871, 2.024], [-7.173, 4.358, 0.126], [-8.174, 3.675, 1.425], [-8.318, 5.403, 0.996], [-7.010, 5.046, 2.871], [5.002, 0.548, -2.371], [3.646, 0.156, -2.150], [5.579, 0.265, -1.492], [5.410, 0.035, -3.247], [5.072, 1.619, -2.514], [3.142, 0.409, -2.928], [-8.925, 0.878, 3.405], [-8.258, 1.957, 2.757], [-9.942, 0.837, 3.025], [-8.426, -0.070, 3.190], [-8.955, 1.034, 4.486], [-7.357, 1.988, 3.095], [1.090, 3.577, -0.390], [1.131, 2.172, -0.600], [2.105, 3.917, -0.194], [0.709, 4.092, -1.277], [0.461, 3.824, 0.470], [0.228, 1.877, -0.773], [6.261, 4.290, -3.825], [6.440, 2.876, -3.770], [5.460, 4.550, -3.138], [7.173, 4.809, -3.520], [5.982, 4.607, -4.833], [7.150, 2.650, -4.379], [6.904, -6.158, 0.989], [7.555, -5.496, -0.091], [6.058, -6.708, 0.586], [7.585, -6.861, 1.476], [6.541, -5.428, 1.718], [8.301, -5.010, 0.271]], "mulliken_charge": [-0.47, -0.13, -0.59, 0.70, 0.35, 0.32, 0.31, -0.23, -0.19, -0.18, -0.25, -0.52, -0.07, 0.22, 0.27, 0.37, -0.71, -0.31, 0.27, 0.30, 0.28, 0.23, -0.15, -0.53, -0.08, 0.28, 0.18, 0.30, -0.43, -0.52, 0.23, 0.18, 0.29, 0.29, -0.50, -0.41, 0.26, 0.22, 0.15, 0.25, -0.57, -0.43, 0.23, 0.24, 0.24, 0.26, -0.69, -0.33, 0.22, 0.28, 0.27, 0.27, -0.52, -0.45, 0.21, 0.26, 0.26, 0.27, -0.49, -0.50, 0.15, 0.29, 0.24, 0.29]}



(4)
{"formula": "C6H4ClF3N2O", "method": "the ωB97M-V functional and the def2-TZVPD basis", "homo_lumo_gap_ev": 12.23, "e_lumo_ev": 0.196, "e_tot_ha": -1175.5712, "smiles": "N#CC[C@](Cl)(C#N)COC(F)(F)F", "charge": 0, "species": ["N", "C", "C", "C", "Cl", "C", "N", "C", "O", "C", "F", "F", "F", "H", "H", "H", "H"], "positions_angstrom": [[0.326, -2.675, 0.880], [0.805, -1.905, 0.184], [1.403, -0.929, -0.713], [1.121, 0.533, -0.336], [1.851, 1.536, -1.637], [1.773, 0.876, 0.919], [2.303, 1.122, 1.903], [-0.356, 0.935, -0.331], [-0.997, 0.313, 0.774], [-2.310, 0.007, 0.610], [-2.478, -1.135, -0.089], [-2.865, -0.128, 1.815], [-2.968, 0.977, -0.070], [1.099, -1.101, -1.740], [2.481, -1.072, -0.678], [-0.780, 0.634, -1.283], [-0.408, 2.012, -0.210]], "mulliken_charge": [-0.41, 0.23, -0.72, 1.02, -0.14, -0.03, -0.40, -0.91, -0.32, 0.85, -0.24, -0.24, -0.25, 0.38, 0.36, 0.42, 0.40]}



(5)
{"formula": "C4H14N5", "method": "the ωB97M-V functional and the def2-TZVPD basis", "relative_energy_kcal_mol": 68.6, "homo_lumo_gap_ev": 8.92, "e_lumo_ev": -3.904, "e_tot_ha": -434.1420, "charge": 1, "species": ["C", "C", "C", "C", "N", "N", "N", "N", "N", "H", "H", "H", "H", "H", "H", "H", "H", "H", "H", "H", "H", "H", "H"], "positions_angstrom": [[-2.458, 1.085, -1.508], [-3.355, 2.246, -1.596], [1.876, -1.386, 0.180], [1.210, 0.645, -0.908], [-1.306, 1.072, -0.984], [0.076, -1.640, 3.105], [-0.575, 0.085, -0.791], [2.161, -0.060, -0.423], [3.474, 0.324, -0.372], [-3.038, 0.106, -1.850], [-4.101, 2.235, -0.846], [-2.676, 3.079, -1.480], [-3.752, 2.236, -2.616], [1.821, -2.163, -0.562], [2.796, -1.625, 0.724], [0.822, -1.417, 0.585], [1.502, 1.652, -1.197], [-0.658, -0.921, 2.974], [0.804, -1.594, 3.845], [-0.554, -0.743, -1.485], [3.786, 1.002, -1.084], [4.085, -0.463, -0.420], [-0.473, -2.474, 3.496]], "mulliken_charge": [0.12, -0.99, -0.88, 0.06, -0.37, -0.73, -0.09, 0.58, -0.84, 0.27, 0.30, 0.28, 0.30, 0.35, 0.33, 0.37, 0.32, 0.24, 0.25, 0.30, 0.29, 0.29, 0.25]}



(6)
{"formula": "CH3F3N2O", "method": "the ωB97M-V functional and the def2-TZVPD basis", "relative_energy_kcal_mol": 136.2, "homo_lumo_gap_ev": 11.31, "e_lumo_ev": 0.093, "e_tot_ha": -523.9385, "smiles": "CON(F)N(F)F", "charge": 0, "species": ["C", "O", "N", "F", "N", "F", "F", "H", "H", "H"], "positions_angstrom": [[0.110, 0.051, 0.124], [-0.702, 1.247, 0.096], [-1.693, 1.225, -0.765], [-1.265, 1.655, -2.119], [-2.748, 1.922, -0.259], [-2.591, 3.454, -0.153], [-3.853, 1.807, -1.034], [0.206, -0.078, 1.163], [1.094, 0.346, -0.341], [-0.304, -0.873, -0.438]], "mulliken_charge": [-0.48, -0.16, 0.31, -0.26, 0.20, -0.26, -0.12, 0.24, 0.25, 0.27]}



(7)
{"formula": "C23H64FN3O11S", "method": "the ωB97M-V functional and the def2-TZVPD basis", "homo_lumo_gap_ev": 9.04, "e_lumo_ev": 0.049, "e_tot_ha": -2404.4897, "smiles": "NCCCCN(CCC(N)=O)S(=O)(=O)F.CCO.CCO.CCO.CCO.CCO.CCO.CCO.CCO", "charge": 0, "species": ["N", "C", "C", "C", "C", "N", "C", "C", "C", "N", "O", "S", "O", "O", "F", "H", "H", "H", "H", "H", "H", "H", "H", "H", "H", "H", "H", "H", "H", "H", "H", "C", "C", "O", "H", "H", "H", "H", "H", "H", "C", "C", "O", "H", "H", "H", "H", "H", "H", "C", "C", "O", "H", "H", "H", "H", "H", "H", "C", "C", "O", "H", "H", "H", "H", "H", "H", "C", "C", "O", "H", "H", "H", "H", "H", "H", "C", "C", "O", "H", "H", "H", "H", "H", "H", "C", "C", "O", "H", "H", "H", "H", "H", "H", "C", "C", "O", "H", "H", "H", "H", "H", "H"], "positions_angstrom": [[0.870, 1.546, 3.985], [1.392, 0.393, 3.176], [0.287, -0.125, 2.153], [0.881, -1.253, 1.157], [1.055, -2.568, 2.043], [2.339, -3.299, 1.814], [3.546, -2.497, 2.158], [4.708, -2.725, 1.069], [4.197, -2.722, -0.426], [4.779, -1.684, -1.321], [3.398, -3.518, -0.929], [2.368, -4.821, 2.602], [2.404, -4.710, 4.101], [3.598, -5.583, 2.193], [0.995, -5.622, 2.111], [1.291, 1.535, 4.923], [-0.142, 1.412, 4.152], [1.770, -0.435, 3.870], [2.289, 0.742, 2.532], [-0.599, -0.569, 2.721], [-0.074, 0.721, 1.496], [0.186, -1.380, 0.275], [1.867, -0.822, 0.787], [0.915, -2.404, 3.156], [0.217, -3.282, 1.723], [3.335, -1.404, 2.364], [3.968, -2.918, 3.139], [5.261, -3.659, 1.379], [5.426, -1.846, 1.193], [4.005, -1.064, -1.589], [5.036, -2.206, -2.169], [0.209, -8.081, -1.321], [-1.118, -7.906, -0.609], [-0.941, -8.022, 0.797], [0.643, -9.056, -1.087], [0.086, -8.001, -2.404], [0.928, -7.325, -0.992], [-1.825, -8.676, -0.924], [-1.554, -6.926, -0.829], [-0.323, -7.333, 1.070], [1.987, 3.972, -0.146], [2.760, 3.403, 1.028], [2.707, 1.980, 1.009], [0.948, 3.646, -0.114], [2.014, 5.064, -0.139], [2.405, 3.616, -1.093], [2.327, 3.742, 1.971], [3.808, 3.717, 0.996], [3.098, 1.686, 0.177], [-4.077, 2.292, 2.212], [-3.292, 2.019, 3.480], [-2.080, 1.338, 3.172], [-4.306, 1.357, 1.694], [-5.013, 2.810, 2.436], [-3.493, 2.906, 1.521], [-3.869, 1.388, 4.159], [-3.051, 2.953, 3.997], [-1.571, 1.906, 2.578], [-1.916, 1.431, -2.131], [-1.126, 1.156, -0.867], [0.091, 0.482, -1.180], [-2.141, 0.497, -2.652], [-2.853, 1.942, -1.902], [-1.337, 2.051, -2.821], [-1.698, 0.519, -0.189], [-0.888, 2.089, -0.346], [0.596, 1.053, -1.770], [-1.161, 6.537, -2.765], [-0.392, 5.963, -1.594], [-0.444, 4.540, -1.618], [-2.204, 6.212, -2.736], [-1.132, 7.629, -2.754], [-0.743, 6.186, -3.711], [-0.825, 6.299, -0.649], [0.657, 6.277, -1.624], [-0.052, 4.250, -2.451], [-4.936, -9.133, -1.368], [-4.987, -10.500, -2.021], [-5.885, -10.488, -3.125], [-5.929, -8.835, -1.024], [-4.253, -9.133, -0.515], [-4.605, -8.374, -2.083], [-5.338, -11.250, -1.311], [-3.995, -10.799, -2.377], [-5.565, -9.831, -3.754], [1.442, 4.894, -7.081], [0.470, 5.906, -6.506], [1.016, 6.509, -5.337], [1.668, 4.119, -6.344], [1.030, 4.421, -7.975], [2.390, 5.373, -7.342], [-0.467, 5.420, -6.227], [0.248, 6.691, -7.236], [1.839, 6.944, -5.591], [-0.508, 6.393, 4.180], [-0.540, 5.009, 3.561], [-1.432, 4.985, 2.449], [-1.507, 6.689, 4.509], [0.168, 6.422, 5.037], [-0.180, 7.137, 3.448], [-0.888, 4.274, 4.288], [0.455, 4.711, 3.219], [-1.114, 5.630, 1.806]], "mulliken_charge": [-0.42, -0.37, 0.57, 0.30, -1.16, 0.30, -0.60, -0.55, 0.33, -0.62, -0.54, 1.13, -0.61, -0.61, -0.17, 0.27, 0.25, 0.32, -0.11, 0.50, -0.97, 0.35, -0.13, 0.41, 0.25, 0.10, 0.56, 0.38, 0.34, 0.28, 0.35, -0.98, 0.04, -0.52, 0.28, 0.32, 0.26, 0.07, 0.25, 0.28, -0.59, -0.40, -0.39, -0.03, 0.33, 0.38, 0.08, 0.30, 0.17, -0.98, -0.23, -0.38, 0.28, 0.40, 0.18, 0.36, 0.16, 0.12, -1.35, 0.42, -0.43, 0.39, 0.34, 0.23, 0.42, -0.22, 0.26, -0.93, -0.12, -0.18, 0.31, 0.39, -0.03, 0.04, 0.33, 0.21, -0.96, -0.23, -0.52, 0.31, 0.27, 0.33, 0.29, 0.24, 0.30, -1.07, -0.15, -0.52, 0.27, 0.32, 0.33, 0.28, 0.25, 0.28, -1.30, 0.53, -0.42, 0.30, 0.38, 0.35, 0.26, -0.26, 0.19]}



(8)
{"formula": "C18H36Br18", "method": "the ωB97M-V functional and the def2-TZVPD basis", "relative_energy_kcal_mol": 653.3, "homo_lumo_gap_ev": 7.27, "e_lumo_ev": -0.194, "e_tot_ha": -47038.7055, "charge": 0, "species": ["Br", "C", "C", "Br", "H", "H", "H", "H", "Br", "C", "C", "Br", "H", "H", "H", "H", "Br", "C", "C", "Br", "H", "H", "H", "H", "Br", "C", "C", "Br", "H", "H", "H", "H", "Br", "C", "C", "Br", "H", "H", "H", "H", "Br", "C", "C", "Br", "H", "H", "H", "H", "Br", "C", "C", "Br", "H", "H", "H", "H", "Br", "C", "C", "Br", "H", "H", "H", "H", "Br", "C", "C", "Br", "H", "H", "H", "H"], "positions_angstrom": [[-2.917, -0.647, 0.663], [-3.514, 1.226, 1.002], [-4.946, 1.181, 1.495], [-5.422, 3.038, 1.759], [-3.301, 1.698, 0.043], [-2.882, 1.621, 1.798], [-5.134, 0.628, 2.416], [-5.576, 0.715, 0.737], [5.351, -0.827, -1.173], [4.814, 0.566, -2.540], [3.703, 1.528, -1.962], [2.135, 0.421, -1.462], [4.539, -0.025, -3.414], [5.693, 1.161, -2.785], [3.375, 2.307, -2.650], [4.136, 2.033, -1.098], [5.447, -4.602, -0.385], [3.769, -3.558, -0.620], [3.131, -3.401, 0.765], [1.403, -2.405, 0.612], [3.141, -4.050, -1.363], [4.108, -2.601, -1.016], [3.722, -2.879, 1.518], [2.896, -4.351, 1.244], [0.565, 0.638, 1.900], [0.349, -0.531, 0.274], [-0.603, 0.254, -0.685], [-1.117, -0.964, -2.165], [0.002, -1.515, 0.591], [1.365, -0.657, -0.098], [-0.067, 1.123, -1.065], [-1.543, 0.514, -0.197], [0.627, 0.664, 4.658], [-1.130, 0.376, 3.708], [-2.136, 1.085, 4.612], [-3.931, 0.670, 3.968], [-1.269, -0.694, 3.553], [-1.117, 0.819, 2.712], [-1.934, 2.155, 4.570], [-2.076, 0.609, 5.590], [-3.187, -2.189, 4.805], [-2.884, -2.122, 2.842], [-1.867, -3.092, 2.303], [0.001, -2.284, 2.363], [-2.589, -1.100, 2.607], [-3.891, -2.331, 2.478], [-2.142, -3.270, 1.264], [-1.855, -4.088, 2.746], [3.180, 4.007, 1.901], [2.868, 2.042, 1.305], [4.142, 1.194, 1.527], [3.893, -0.714, 1.133], [2.465, 2.140, 0.297], [2.031, 1.635, 1.872], [4.430, 1.289, 2.574], [4.855, 1.563, 0.789], [-4.604, -1.836, -4.965], [-4.133, -0.088, -4.271], [-3.300, -0.339, -2.995], [-3.085, 1.450, -2.047], [-5.063, 0.443, -4.066], [-3.565, 0.479, -5.008], [-2.251, -0.626, -3.072], [-3.821, -0.904, -2.222], [-1.265, 2.467, -2.797], [0.718, 2.296, -3.031], [1.012, 1.539, -4.348], [2.918, 1.300, -4.883], [1.157, 2.002, -2.078], [1.194, 3.272, -3.118], [0.388, 2.009, -5.107], [0.592, 0.534, -4.309]], "mulliken_charge": [0.04, -0.59, -0.83, -0.11, 0.30, 0.46, 0.37, 0.47, -0.19, -0.87, -1.13, 0.31, 0.40, 0.46, 0.78, 0.39, -0.19, 0.23, -1.20, 0.38, 0.43, -0.50, 0.56, 0.49, 0.45, 0.21, -0.87, 0.18, 0.18, -0.11, 0.58, -0.53, -0.14, -0.31, -0.82, -0.08, 0.07, 0.27, 0.54, 0.52, -0.17, 0.01, -0.52, -0.10, -1.15, 0.69, 0.40, 0.50, -0.20, -0.27, -0.53, -0.14, -0.15, -0.04, 0.51, 0.42, -0.20, -0.55, -0.79, -0.03, 0.39, 0.40, 0.36, 0.45, -0.19, 0.54, -0.46, -0.18, -0.98, 0.61, 0.52, 0.27]}